DFT (ωB97M-V/def2-TZVPD) results for a single C4H7NO molecule.

## Properties
Charge: 0
Structure (SMILES): O[C@H]1C[C@H]2N[C@@H]12
E_tot, Eh: -286.5359
Kohn-Sham gap, Ha: 0.3847
Highest occupied orbital energy, eV: -9.4296

XYZ file:
```
13
Properties=species:S:1:pos:R:3:lowdin_charge:R:1
O -1.911 0.807 -0.063 -0.023
C -0.621 0.669 -0.576 -0.335
C 0.589 1.016 0.363 -0.070
C 1.028 -0.438 0.252 -0.248
N -0.116 -1.235 0.731 0.056
C -0.087 -0.764 -0.665 -0.205
H -1.947 0.189 0.685 0.088
H -0.581 1.210 -1.525 0.145
H 0.317 1.346 1.370 0.113
H 1.285 1.725 -0.093 0.108
H 2.034 -0.842 0.273 0.134
H 0.154 -2.217 0.740 0.098
H -0.145 -1.466 -1.491 0.138
```